No. 1
H4N2O2Si | the ωB97M-V functional and the def2-TZVPD basis

XYZ file:
```
9
Properties=species:S:1:pos:R:3:forces:R:3:lowdin_charge:R:1
N -1.289 0.743 -0.594 1.1764 -0.5580 -1.4113 -0.105
N 1.362 0.041 -0.216 -1.1452 0.4018 0.0528 -0.572
O 1.363 1.262 -0.034 0.9182 -0.0865 -0.1637 -0.038
O 2.317 -0.692 -0.286 1.2519 -0.4092 -0.0183 -0.014
Si -0.295 -0.594 -0.296 -1.0643 0.4162 0.8806 0.705
H -2.065 1.007 -0.069 -1.3258 0.2845 0.8817 0.006
H -0.911 1.516 -1.141 -0.0991 -0.3285 0.3775 0.049
H -0.718 -2.000 -0.336 0.3460 0.2158 -0.3460 -0.061
H 0.236 -1.284 2.974 -0.0582 0.0639 -0.2533 0.031
```
Positions in Å, forces in eV/Å.

Properties
energy above the lowest of the compared OMol25 structures with the same formula, charge and spin = 449.11 kJ/mol
DFT total energy = -15011.0111 eV
gap between HOMO and LUMO (spin up / spin down) = 9.71 / 6.68 eV
total charge = 0



No. 2
C4H10ClN | the ωB97M-V functional and the def2-TZVPD basis

XYZ file:
```
16
Properties=species:S:1:pos:R:3:forces:R:3:lowdin_charge:R:1
C -0.539 -1.839 -0.829 1.4832 -0.3550 -3.4585 -0.105
C 0.160 -0.920 0.088 0.4299 1.2433 -0.6526 -0.245
N -0.303 0.520 0.039 -0.1189 -1.0164 1.5363 -0.240
C -0.357 1.062 1.420 -1.0632 -0.2914 -0.6256 -0.083
C 0.419 1.364 -0.765 0.3569 -0.0373 -0.5198 -0.520
Cl 2.221 1.884 -0.344 -0.0901 -0.1846 0.5899 0.375
H -0.500 -1.607 -1.943 0.1147 -0.0776 1.3363 0.104
H -0.210 -2.865 -0.723 0.7798 -0.2029 0.0303 0.078
H -1.518 -1.948 -0.576 -3.1172 0.2780 0.6312 0.036
H -0.149 -1.335 1.006 0.1343 0.1133 1.6901 0.096
H 1.254 -1.015 -0.010 -0.2549 0.3523 0.1510 0.123
H 0.567 0.631 1.785 0.2281 0.9364 1.3270 0.071
H -0.450 2.157 1.336 0.6643 -0.4052 0.3496 0.088
H -1.248 0.753 2.020 0.7187 -0.2715 -0.6556 0.095
H 0.686 0.816 -1.626 -0.2023 0.0350 -1.4706 0.049
H -0.034 2.341 -0.876 -0.0632 -0.1165 -0.2589 0.077
```
Positions in Å, forces in eV/Å.

Properties
energy above the lowest of the compared OMol25 structures with the same formula, charge and spin = 127.09 kJ/mol
DFT total energy = -18321.7264 eV
gap between HOMO and LUMO = 10.26 eV
structure (SMILES) = CCN(C)CCl
total charge = 0



No. 3
C4H2BiO2 | the ωB97M-V functional and the def2-TZVPD basis

XYZ file:
```
9
Properties=species:S:1:pos:R:3:forces:R:3:lowdin_charge:R:1
O -1.446 -1.854 -1.082 0.2582 4.2825 2.0835 0.368
C -1.404 -0.818 -0.547 -0.3140 -5.3947 -2.2435 0.004
C -0.285 1.256 -0.001 -3.4747 -0.7445 -1.1815 -0.346
C -1.437 0.418 0.023 1.2248 0.2608 0.6691 -0.085
H -2.308 0.546 0.679 -0.2928 0.7914 -0.7614 0.176
H -0.666 2.283 -0.195 0.7980 0.1326 1.1387 0.097
O 2.717 -0.911 0.354 -0.2249 -0.6271 -0.0309 -0.250
C 3.169 -1.916 0.085 0.8317 -1.5672 -0.3896 0.226
Bi 1.660 0.998 0.685 1.1937 2.8661 0.7156 1.810
```
Positions in Å, forces in eV/Å.

Properties
energy above the lowest of the compared OMol25 structures with the same formula, charge and spin = 0.00 kJ/mol
multiplicity = 2
DFT total energy = -14090.4823 eV
gap between HOMO and LUMO (spin up / spin down) = 7.00 / 7.77 eV
total charge = +2